1.
Formula: C2H3N3O2
Source: the Open Molecules 2025 dataset
Level of theory: ωB97M-V with the def2-TZVPD basis set

Last column: Mulliken charge in e.
Positions of all 10 atoms, in Å:
C -1.591 -0.361 -0.389  0.079
C 0.430 -0.763 0.040  0.490
H 0.983 1.551 1.519  0.306
H 2.014 1.707 -0.245  0.277
H -2.713 -0.551 -0.431  0.348
N 1.091 1.688 0.248  -0.596
N 0.285 0.576 -0.061  0.348
N -0.845 -1.395 -0.317  -0.400
O -1.102 0.874 -0.177  -0.317
O 1.473 -1.129 0.447  -0.535

The energy is -392.6201 Eh. For the highest occupied orbital energy, the calculation gives -0.357 Eh. The calculation puts the frontier orbital gap at 10.1 eV. The calculation puts the energy above the lowest of the compared OMol25 structures with the same formula, charge and spin at 108.9 kcal per mole. As for the net charge: 0. As for the LUMO energy: 0.355 eV.

=====

2.
Formula: C6H9NO
Source: the Open Molecules 2025 dataset
Level of theory: ωB97M-V with the def2-TZVPD basis set

Last column: Mulliken charge in e.
Positions of all 17 atoms, in Å:
C 1.828 -0.515 0.032  -1.337
C 0.860 0.629 0.060  0.190
C -0.347 0.877 1.022  -0.271
C -0.216 0.912 -0.966  -0.262
C -0.979 -0.398 -0.729  -0.340
C -0.937 -0.435 0.751  -0.330
H 1.400 -1.503 -0.370  0.275
H 2.695 -0.359 -0.750  0.326
H 2.237 -0.728 1.076  0.289
H 1.538 1.536 0.207  0.388
H -0.503 1.336 2.016  0.436
H -0.185 1.274 -1.923  0.625
H -0.903 -1.222 -1.493  0.380
H -2.575 -1.429 -0.133  0.316
H -0.703 -1.310 1.197  0.478
N -2.275 -0.393 0.054  -0.693
O -0.933 1.729 -0.050  -0.469

The energy is -363.8554 Eh. For the highest occupied orbital energy, the calculation gives -0.330 Eh. The calculation puts the frontier orbital gap at 9.9 eV. The calculation puts the energy above the lowest of the compared OMol25 structures with the same formula, charge and spin at 106.0 kcal per mole. As for the net charge: 0. As for the LUMO energy: 0.939 eV.

=====

3.
Formula: C4H12OS
Source: the Open Molecules 2025 dataset
Level of theory: ωB97M-V with the def2-TZVPD basis set

Last column: Mulliken charge in e.
Positions of all 18 atoms, in Å:
C 0.218 0.985 -1.502  -1.192
C -0.691 1.683 -0.440  -0.178
C -1.555 0.670 0.154  -0.626
S -0.850 0.044 1.677  -0.137
C -0.161 -1.683 1.514  -0.732
H -0.519 0.521 -2.381  0.273
H 0.691 1.804 -2.124  0.318
H 0.988 0.269 -1.373  0.294
H -1.137 2.590 -0.947  0.291
H 0.126 2.127 0.387  0.252
H -1.738 -0.185 -0.531  0.367
H -2.636 0.943 0.544  0.278
H -0.076 -2.091 0.390  0.172
H 0.889 -1.659 1.940  0.246
H -0.741 -2.335 2.076  0.394
O 2.547 -1.189 0.554  -0.674
H 2.059 -0.481 -0.008  0.327
H 2.586 -2.012 0.070  0.328

The energy is -632.9431 Eh. For the highest occupied orbital energy, the calculation gives -0.306 Eh. As for the SMILES: CCCSC.O. The calculation puts the frontier orbital gap at 9.1 eV. The calculation puts the energy above the lowest of the compared OMol25 structures with the same formula, charge and spin at 52.7 kcal per mole. As for the net charge: 0. As for the LUMO energy: 0.748 eV.

=====

4.
Formula: C6H13N
Source: the Open Molecules 2025 dataset
Level of theory: ωB97M-V with the def2-TZVPD basis set

Last column: Mulliken charge in e.
Positions of all 20 atoms, in Å:
C -0.348 0.135 -0.999  0.214
C 0.451 0.266 0.128  -0.134
C -0.799 1.122 0.024  -0.588
C -0.139 -1.239 1.176  -0.663
C 1.088 1.286 -1.924  -1.344
C 0.063 -0.834 2.616  -1.026
N -0.944 -0.800 -1.787  -0.473
H 1.476 0.348 0.448  0.394
H -1.747 -0.516 -2.329  0.228
H -0.346 -1.490 -2.224  0.212
H -1.641 0.876 0.662  0.249
H -0.706 2.176 -0.212  0.243
H -1.169 -1.539 0.973  0.349
H 0.532 -2.038 0.855  0.337
H 1.553 2.112 -1.384  0.383
H 1.842 0.595 -2.304  0.376
H 0.479 1.707 -2.726  0.355
H -0.608 -0.015 2.897  0.249
H 1.089 -0.492 2.793  0.275
H -0.127 -1.658 3.315  0.363

The energy is -290.9830 Eh. For the highest occupied orbital energy, the calculation gives -0.266 Eh. The calculation puts the frontier orbital gap at 8.3 eV. The calculation puts the energy above the lowest of the compared OMol25 structures with the same formula, charge and spin at 110.3 kcal per mole. As for the net charge: 0. As for the LUMO energy: 1.046 eV.

=====

5.
Formula: C2H7N2OP
Source: the Open Molecules 2025 dataset
Level of theory: ωB97M-V with the def2-TZVPD basis set

Last column: Mulliken charge in e.
Positions of all 13 atoms, in Å:
C -1.305 0.057 0.064  -0.660
C 0.019 -0.579 0.641  -0.489
N -1.038 1.262 -0.615  -0.580
N 1.036 -0.802 -0.411  -0.130
O 2.665 0.632 0.932  -0.381
P 2.499 -0.079 -0.344  0.082
H -1.751 -0.625 -0.779  0.295
H -2.100 0.124 0.719  0.400
H 0.412 0.120 1.343  0.383
H -0.154 -1.640 0.977  0.250
H -0.426 0.960 -1.281  0.297
H 0.669 -1.243 -1.271  0.281
H -0.525 1.811 0.023  0.252

The energy is -606.3794 Eh. For the highest occupied orbital energy (spin up / spin down), the calculation gives -0.230 / -0.360 Eh. The calculation puts the frontier orbital gap (spin up / spin down) at 7.1 / 6.8 eV. The calculation puts the energy above the lowest of the compared OMol25 structures with the same formula, charge and spin at 2.6 kcal per mole. As for the net charge: 0. The spin multiplicity is 3. As for the LUMO energy (spin up / spin down): 0.872 / -2.957 eV.

=====

6.
Formula: C22H16CdN9Se3Te
Source: the Open Molecules 2025 dataset
Level of theory: ωB97M-V with the def2-TZVPD basis set

Last column: Mulliken charge in e.
Positions of all 52 atoms, in Å:
Cd 0.034 -0.045 -0.359  1.114
Se -1.240 -2.330 -0.586  -0.535
Se -2.166 -1.531 -2.585  -0.239
Te -3.242 0.651 -1.974  0.003
Se -1.261 2.180 -1.727  -0.770
N -2.765 3.354 1.149  -0.795
N -2.678 2.099 1.729  0.842
N -3.624 1.583 2.482  -0.741
C -3.159 0.354 2.656  -0.167
N -1.995 0.143 2.014  -0.226
N -1.697 1.282 1.440  0.283
H -2.426 4.051 1.798  0.224
H -2.219 3.307 0.282  0.220
H -3.673 -0.398 3.230  0.430
N 4.251 2.336 5.490  0.048
C 5.003 2.210 6.640  0.667
C 5.672 3.135 7.437  -0.992
C 6.310 2.639 8.559  -0.403
C 6.286 1.269 8.869  -0.458
C 5.622 0.360 8.068  -0.714
C 4.964 0.843 6.937  0.523
N 4.203 0.169 5.996  -0.638
C 3.799 1.083 5.162  -0.125
C 2.898 0.834 4.023  1.048
C 2.418 -0.447 3.802  -0.394
C 1.531 -0.657 2.761  -0.883
N 1.105 0.318 1.963  0.164
C 1.574 1.546 2.166  -0.377
C 2.470 1.849 3.176  -0.865
H 4.068 3.186 4.991  0.163
H 5.692 4.190 7.196  0.374
H 6.836 3.322 9.216  0.371
H 6.801 0.923 9.757  0.369
H 5.604 -0.697 8.302  0.428
H 2.737 -1.258 4.443  0.492
H 1.134 -1.645 2.557  0.506
H 1.210 2.314 1.491  0.402
H 2.821 2.870 3.275  0.226
N 9.584 -3.036 -0.247  -0.544
C 8.538 -2.579 -0.392  0.049
C 7.223 -2.006 -0.569  0.568
C 6.293 -2.622 -1.406  -0.443
C 5.020 -2.097 -1.533  -0.595
C 4.638 -0.954 -0.817  0.322
C 5.595 -0.326 -0.010  -0.578
C 6.869 -0.846 0.118  -0.447
C 3.285 -0.487 -0.857  0.291
C 2.128 -0.105 -0.875  -0.961
H 6.572 -3.520 -1.941  0.425
H 4.293 -2.571 -2.178  0.462
H 5.318 0.575 0.522  0.459
H 7.598 -0.370 0.761  0.417

The energy is -8980.8803 Eh. For the highest occupied orbital energy, the calculation gives -0.153 Eh. The calculation puts the frontier orbital gap at 5.7 eV. As for the net charge: -1. As for the LUMO energy: 1.524 eV.

=====

7.
Formula: CH4N2S
Source: the Open Molecules 2025 dataset
Level of theory: ωB97M-V with the def2-TZVPD basis set

Last column: Mulliken charge in e.
Positions of all 8 atoms, in Å:
N -1.377 -0.174 0.177  -0.562
N -0.012 -0.544 0.123  -0.064
C 1.029 0.300 0.135  0.024
S 2.629 -0.034 0.011  -0.351
H -1.793 -0.060 -0.728  0.253
H -1.344 0.757 0.408  0.258
H 0.304 -1.592 -0.174  0.280
H 0.562 1.348 0.049  0.162

The energy is -548.1303 Eh. For the highest occupied orbital energy, the calculation gives -0.316 Eh. As for the SMILES: NNC=S. The calculation puts the frontier orbital gap at 9.3 eV. The calculation puts the energy above the lowest of the compared OMol25 structures with the same formula, charge and spin at 51.2 kcal per mole. As for the net charge: 0. As for the LUMO energy: 0.698 eV.

=====

8.
Formula: C4H6O4
Source: the Open Molecules 2025 dataset
Level of theory: ωB97M-V with the def2-TZVPD basis set

Last column: Mulliken charge in e.
Positions of all 14 atoms, in Å:
O 0.317 1.014 1.187  -0.503
C -0.342 1.883 0.700  0.710
O -0.713 2.977 1.358  -0.459
O -0.794 1.886 -0.551  -0.438
H -1.242 3.553 0.786  0.343
H -0.531 1.054 -1.040  0.259
C 0.033 -0.390 -2.021  -0.662
C -0.066 -1.276 -1.210  0.349
O -0.283 -2.120 -0.265  -0.381
C 0.676 -2.162 0.789  -0.477
H 0.226 0.138 -2.907  0.489
H 0.294 -2.883 1.508  0.207
H 1.647 -2.494 0.412  0.306
H 0.778 -1.181 1.254  0.256

The energy is -456.9079 Eh. For the highest occupied orbital energy, the calculation gives -0.365 Eh. As for the SMILES: O=C(O)O.C#COC. The calculation puts the frontier orbital gap at 10.6 eV. The calculation puts the energy above the lowest of the compared OMol25 structures with the same formula, charge and spin at 70.9 kcal per mole. As for the net charge: 0. As for the LUMO energy: 0.681 eV.